Entry from OMol25: C33H96CuO35 as an isolated structure (the ωB97M-V functional and the def2-TZVPD basis).

Element x y z (Å)
Cu -0.211 -1.791 -1.994
C 0.773 0.144 -0.362
O 1.241 0.905 0.479
O 1.241 0.078 -1.484
O -0.265 -0.519 -0.060
C -5.459 0.383 2.207
C -4.392 -0.029 3.236
O -3.503 1.035 3.634
O -6.062 -0.792 1.712
H -4.891 0.808 1.379
H -6.199 1.150 2.438
H -3.742 -0.834 2.893
H -4.871 -0.407 4.139
H -2.739 1.039 3.053
H -6.461 -0.494 0.892
C 2.519 -1.076 -4.509
C 2.035 -2.278 -3.698
O 0.672 -2.528 -3.946
O 2.690 -1.391 -5.914
H 3.405 -0.611 -4.077
H 1.751 -0.303 -4.528
H 2.257 -2.016 -2.663
H 2.588 -3.151 -4.043
H 0.658 -2.711 -4.889
H 1.991 -2.005 -6.152
C 0.166 -5.246 -1.228
C -1.108 -6.027 -0.861
O -1.150 -6.259 0.527
O -0.117 -3.884 -1.112
H 0.342 -5.368 -2.297
H 1.037 -5.494 -0.622
H -1.162 -6.978 -1.391
H -2.003 -5.495 -1.181
H -1.715 -7.022 0.671
H -0.215 -3.820 -0.159
C 1.895 5.830 0.824
C 1.753 4.381 0.251
O 2.022 3.380 1.258
O 3.279 6.130 1.080
H 1.279 5.910 1.720
H 1.503 6.469 0.033
H 2.323 4.405 -0.678
H 0.743 4.167 -0.098
H 1.729 2.553 0.867
H 3.496 5.656 1.886
C 4.788 3.818 2.571
C 5.881 4.922 2.592
O 6.212 5.068 3.959
O 3.590 4.266 3.137
H 5.134 2.908 3.062
H 4.688 3.486 1.538
H 5.527 5.896 2.252
H 6.707 4.545 1.990
H 7.035 5.561 3.917
H 2.963 3.827 2.557
C -0.848 -2.372 2.637
C -0.885 -3.455 3.758
O -1.385 -4.659 3.217
O 0.011 -2.768 1.631
H -0.500 -1.428 3.056
H -1.832 -2.180 2.209
H -1.629 -3.200 4.513
H 0.023 -3.716 4.301
H -1.107 -4.654 2.298
H 0.042 -1.992 1.067
C -2.622 3.391 1.451
C -1.445 2.465 1.106
O -1.772 1.176 1.540
O -3.698 3.239 0.551
H -2.175 4.359 1.676
H -3.080 3.154 2.412
H -0.518 2.668 1.643
H -1.167 2.456 0.053
H -1.151 0.549 1.163
H -3.350 2.825 -0.242
C -3.643 2.604 -3.324
C -3.790 1.298 -4.105
O -2.554 1.076 -4.711
O -2.945 2.391 -2.139
H -4.594 3.063 -3.053
H -3.161 3.408 -3.881
H -4.518 1.405 -4.908
H -3.962 0.485 -3.400
H -1.821 1.140 -4.094
H -2.029 2.143 -2.287
C 4.554 -3.240 1.473
C 3.359 -3.422 0.539
O 3.719 -3.368 -0.830
O 5.155 -1.936 1.415
H 5.351 -3.963 1.298
H 4.222 -3.499 2.479
H 2.617 -2.669 0.804
H 2.870 -4.356 0.815
H 4.099 -2.488 -0.886
H 4.456 -1.279 1.455
C -5.015 -3.790 3.122
C -4.860 -4.676 1.899
O -4.573 -4.041 0.683
O -6.249 -3.109 3.168
H -4.171 -3.130 3.324
H -5.012 -4.328 4.070
H -5.671 -5.396 1.795
H -4.087 -5.392 2.181
H -3.722 -3.604 0.757
H -6.066 -2.291 2.701
C 4.900 1.329 -0.476
C 4.886 0.082 -1.345
O 3.856 -0.734 -1.121
O 3.781 2.147 -0.911
H 5.819 1.902 -0.597
H 4.756 1.169 0.593
H 5.738 -0.482 -0.967
H 5.054 0.324 -2.395
H 3.038 -0.251 -1.264
H 2.937 1.694 -0.834
C -0.624 -1.577 -6.690
C -2.019 -2.104 -6.541
O -2.139 -3.058 -5.536
O 0.429 -2.533 -6.656
H -0.382 -0.993 -5.802
H -0.515 -1.004 -7.612
H -2.106 -2.735 -7.425
H -2.808 -1.358 -6.626
H -1.596 -3.843 -5.635
H 0.430 -2.961 -7.515
C 2.237 0.869 4.066
C 2.559 -0.482 3.451
O 3.204 -0.332 2.210
O 1.001 1.403 3.618
H 2.919 1.689 3.842
H 2.230 0.784 5.152
H 1.614 -0.990 3.262
H 3.093 -1.057 4.207
H 2.564 -0.035 1.559
H 0.962 1.178 2.686
C -1.097 3.326 5.635
C -0.622 4.754 5.127
O -0.282 4.601 3.771
O -0.103 2.389 5.873
H -1.714 2.796 4.909
H -1.612 3.416 6.591
H 0.287 4.915 5.707
H -1.339 5.532 5.389
H 0.387 3.934 3.595
H 0.398 2.159 5.087
C -3.485 -2.129 -2.135
C -3.364 -1.364 -0.770
O -2.523 -2.005 0.073
O -2.312 -1.850 -2.853
H -4.370 -1.793 -2.675
H -3.617 -3.208 -2.062
H -4.337 -1.154 -0.326
H -3.096 -0.308 -0.803
H -1.756 -1.432 0.144
H -2.373 -2.311 -3.693
C 0.286 2.979 -3.371
C 1.619 2.555 -3.872
O 2.214 3.602 -4.482
O -0.441 1.802 -3.069
H -0.353 3.558 -4.037
H 0.372 3.666 -2.529
H 1.483 1.801 -4.647
H 2.331 2.185 -3.134
H 3.000 3.203 -4.863
H 0.085 1.253 -2.482

Values from the calculation:
E	-152076.00111	eV
Kohn-Sham gap	7.38	eV
maximum force	0.103	Eh/bohr
total charge	-1

Atom charges from the Löwdin analysis, given in e for atoms 1 to 6:
1. Cu 0.4182
2. C -0.9313
3. O -0.0118
4. O -0.0055
5. O -0.0691
6. C -0.2071



Entry from OMol25: a 17-piece molecular cluster, C34H102O17S17 overall (the ωB97M-V functional and the def2-TZVPD basis).

Element x y z (Å)
C -5.847 4.655 2.066
S -6.240 3.454 3.401
O -7.466 3.942 4.126
C -6.830 2.240 2.265
H -5.517 5.614 2.464
H -6.768 4.917 1.543
H -5.088 4.338 1.350
H -7.831 2.480 1.908
H -6.769 1.294 2.803
H -6.049 2.274 1.506
C -4.469 -0.521 0.430
S -5.022 1.015 -0.516
O -4.354 2.222 0.078
C -4.148 0.607 -2.127
H -5.082 -0.446 1.328
H -3.434 -0.410 0.751
H -4.743 -1.475 -0.022
H -4.494 1.314 -2.881
H -4.510 -0.376 -2.427
H -3.070 0.568 -1.969
C -3.313 7.036 -3.847
S -3.985 6.046 -2.425
O -5.440 6.368 -1.948
C -4.292 4.558 -3.406
H -3.960 6.719 -4.664
H -2.257 6.871 -4.062
H -3.615 8.081 -3.780
H -3.459 4.492 -4.106
H -5.215 4.597 -3.983
H -4.365 3.570 -2.953
C 0.374 3.020 -2.670
S 1.932 3.806 -2.066
O 1.756 3.708 -0.567
C 3.173 2.461 -2.490
H 0.697 2.167 -3.267
H -0.232 3.794 -3.140
H -0.246 2.679 -1.841
H 3.028 2.219 -3.542
H 3.112 1.577 -1.855
H 4.160 2.923 -2.484
C 5.330 4.148 0.249
S 5.247 5.597 1.365
O 5.827 6.751 0.565
C 3.393 5.840 1.364
H 5.442 4.437 -0.795
H 4.456 3.513 0.396
H 6.287 3.680 0.479
H 2.818 5.491 0.507
H 3.241 6.919 1.402
H 3.001 5.328 2.243
C -0.212 -1.429 -4.477
S -1.008 -1.024 -6.098
O -0.709 -2.010 -7.159
C -2.668 -1.520 -5.530
H 0.836 -1.624 -4.701
H -0.601 -2.342 -4.026
H -0.422 -0.659 -3.734
H -2.899 -0.766 -4.777
H -2.615 -2.552 -5.185
H -3.329 -1.339 -6.378
C 4.506 1.517 4.632
S 4.216 1.539 2.828
O 4.119 0.020 2.519
C 2.526 2.206 2.850
H 5.383 0.898 4.824
H 3.706 1.095 5.239
H 4.633 2.570 4.886
H 2.467 3.246 3.170
H 1.866 1.588 3.459
H 2.157 2.185 1.825
C 2.124 -3.455 3.266
S 1.561 -2.313 4.585
O 2.614 -1.231 4.632
C 0.164 -1.379 3.848
H 1.261 -4.037 2.940
H 2.934 -4.121 3.562
H 2.459 -2.737 2.518
H -0.342 -0.836 4.646
H -0.566 -2.065 3.420
H 0.463 -0.623 3.122
C -1.863 4.183 0.907
S -1.014 5.067 2.256
O 0.264 4.215 2.504
C -0.382 6.522 1.278
H -2.480 3.400 1.348
H -1.176 3.668 0.237
H -2.588 4.816 0.393
H -1.077 6.842 0.501
H 0.521 6.211 0.754
H -0.157 7.389 1.899
C 5.204 -0.719 -0.723
S 6.297 -1.513 0.526
O 7.269 -2.383 -0.177
C 7.011 0.168 0.933
H 4.835 -1.553 -1.319
H 5.691 -0.054 -1.436
H 4.458 -0.053 -0.289
H 7.761 0.031 1.712
H 6.312 0.981 1.128
H 7.702 0.464 0.144
C -5.163 -3.577 3.473
S -3.401 -3.622 3.995
O -3.309 -4.898 4.856
C -2.561 -4.020 2.382
H -5.496 -4.412 2.858
H -5.403 -2.651 2.951
H -5.775 -3.496 4.372
H -3.063 -4.923 2.035
H -1.471 -4.057 2.379
H -2.721 -3.294 1.585
C 6.764 -6.571 1.336
S 5.920 -4.965 1.387
O 4.554 -5.247 1.970
C 5.497 -4.831 -0.452
H 6.954 -7.038 2.302
H 7.732 -6.437 0.851
H 6.186 -7.309 0.780
H 6.395 -5.080 -1.018
H 5.292 -3.776 -0.635
H 4.572 -5.335 -0.732
C -2.384 1.551 5.006
S -3.571 0.471 4.088
O -2.709 -0.599 3.393
C -4.328 -0.452 5.594
H -2.897 2.377 5.497
H -1.825 1.978 4.173
H -1.670 1.080 5.682
H -5.293 -0.843 5.270
H -4.458 0.158 6.487
H -3.717 -1.328 5.813
C -5.506 -4.869 -3.748
S -4.683 -3.290 -3.157
O -5.784 -2.606 -2.369
C -3.487 -4.040 -1.950
H -5.768 -5.536 -2.927
H -4.847 -5.284 -4.510
H -6.429 -4.576 -4.249
H -2.603 -4.479 -2.411
H -3.884 -4.869 -1.364
H -3.047 -3.233 -1.363
C 1.238 -1.020 -0.107
S -0.404 -0.400 -0.678
O -1.518 -1.420 -0.479
C -0.732 0.929 0.581
H 1.059 -1.553 0.826
H 1.891 -0.154 0.006
H 1.738 -1.620 -0.867
H -1.349 0.515 1.378
H -1.476 1.675 0.300
H 0.133 1.408 1.038
C -0.300 -5.880 -1.109
S 1.273 -5.034 -1.640
O 0.780 -3.699 -2.181
C 1.827 -4.686 0.118
H -0.875 -5.134 -0.559
H -0.154 -6.730 -0.442
H -0.921 -6.249 -1.925
H 2.616 -3.957 0.304
H 2.032 -5.591 0.688
H 0.964 -4.223 0.597
C 5.249 -0.811 -6.394
S 3.927 -0.805 -5.041
O 2.846 -1.299 -6.006
C 4.531 -2.328 -4.114
H 5.247 -0.120 -7.238
H 5.139 -1.810 -6.816
H 6.250 -0.636 -5.999
H 3.755 -2.737 -3.467
H 5.495 -2.149 -3.638
H 4.746 -3.141 -4.807

Values from the calculation:
E	-255900.48140	eV
energy above the lowest of the compared OMol25 structures with the same formula, charge and spin	4.6974	eV
Kohn-Sham gap	8.20	eV
maximum force	0.070	Eh/bohr
total charge	0

Atom charges from the Löwdin analysis, given in e for atoms 1 to 6:
1. C -0.2457
2. S 0.8021
3. O -0.5625
4. C -0.2882
5. H 0.0477
6. H 0.0635



no.,HOMO level (hartree),LUMO (eV)
1,-0.2298,1.13
2,-0.3061,-0.13